Entry 1:
The following is a DFT calculation (the ωB97M-V functional and the def2-TZVPD basis) of C14H25CrN5O6 as an isolated structure.

LUMO energy (spin up / spin down) = -0.0343 / -0.0387 Ha
Largest force on an atom = 0.0793 hartree/bohr
E = -63071.356 eV
Energy above the lowest of the compared OMol25 structures with the same formula, charge and spin = 0.000 eV
Kohn-Sham gap (spin up / spin down) = 3.8 / 5.0 eV
Highest occupied orbital energy (spin up / spin down) = -4.71 / -6.06 eV
2S+1 = 5

XYZ file:
```
51
Properties=species:S:1:pos:R:3:mulliken_spin:R:1
O 2.22 0.57 -3.03 -0.066
H 2.84 1.23 -3.33 0.006
Cr -0.50 0.53 0.06 3.874
N 0.59 2.33 -0.03 0.026
N 1.47 0.09 0.73 -0.261
N -2.41 0.21 -0.68 0.043
N -0.90 -1.49 0.34 -0.246
O 0.03 3.40 -0.41 0.161
O -2.92 1.08 -1.50 0.089
O -0.07 -2.44 0.79 -0.033
O 1.89 -1.04 1.28 -0.067
C 2.37 1.10 0.78 0.161
C 1.91 2.34 0.27 -0.095
C -3.02 -0.97 -0.44 -0.012
C -2.17 -1.91 0.19 0.113
C 2.79 3.52 0.07 0.003
H 3.23 3.53 -0.93 -0.007
H 3.63 3.52 0.77 0.000
H 2.24 4.46 0.21 -0.001
C 3.69 0.83 1.41 -0.011
H 4.21 0.00 0.92 0.009
H 3.57 0.58 2.48 0.009
H 4.34 1.71 1.37 0.001
C -4.40 -1.30 -0.92 0.001
C -2.60 -3.27 0.63 -0.009
H -4.70 -0.67 -1.78 0.001
H -5.15 -1.22 -0.12 -0.003
H -4.43 -2.35 -1.24 -0.001
H -1.82 -3.72 1.25 0.001
H -2.80 -3.90 -0.24 0.009
H -3.53 -3.18 1.21 0.005
H -1.37 1.39 -2.05 -0.013
H 0.87 -1.83 1.03 0.012
C 2.44 -0.82 -3.12 0.013
H 3.42 -1.08 -2.77 0.003
H 2.29 -1.13 -4.15 -0.001
H 1.68 -1.18 -2.43 0.034
O -0.44 0.94 -1.98 0.120
H 1.42 0.95 -2.57 0.027
H -0.61 0.17 -2.57 0.010
C -2.45 1.79 4.10 0.027
C -2.77 2.47 2.92 -0.019
C -2.13 2.11 1.75 0.078
N -1.23 1.10 1.76 -0.057
C -0.89 0.46 2.89 0.084
C -1.49 0.78 4.09 -0.011
H -2.96 2.06 5.02 0.001
H -3.50 3.27 2.85 0.000
H -2.29 2.59 0.78 0.008
H -0.12 -0.31 2.77 -0.014
H -1.20 0.22 4.96 0.000
```

=====

Entry 2:
The following is a DFT calculation (the ωB97M-V functional and the def2-TZVPD basis) of C26H69AgN5O7Pd as an isolated structure.

LUMO energy (spin up / spin down) = -0.0991 / -0.1756 Ha
Largest force on an atom = 0.0525 hartree/bohr
E = -57331.246 eV
Energy above the lowest of the compared OMol25 structures with the same formula, charge and spin = 0.000 eV
Kohn-Sham gap (spin up / spin down) = 7.9 / 5.8 eV
Charge = +1
Highest occupied orbital energy (spin up / spin down) = -10.60 / -10.60 eV
2S+1 = 3

XYZ file:
```
109
Properties=species:S:1:pos:R:3:mulliken_spin:R:1
Pd -3.34 -0.44 2.10 1.450
Ag -1.42 -3.02 2.04 -0.007
C 0.06 0.83 -0.12 -0.004
C -0.71 -0.49 0.08 -0.027
C 0.18 -1.70 -0.18 0.047
O -1.35 -0.56 1.31 0.316
H 0.48 0.94 -1.12 -0.003
H 0.93 0.82 0.53 -0.004
H -0.60 1.68 0.03 0.010
H -1.50 -0.49 -0.68 0.013
H 0.47 -1.82 -1.22 -0.007
H -0.25 -2.70 0.02 0.004
H 1.13 -1.66 0.37 -0.005
C -3.34 -3.09 -0.76 -0.005
C -4.10 -3.37 0.56 -0.010
C -3.94 -4.86 0.85 0.012
O -3.77 -2.47 1.56 0.116
H -2.25 -3.26 -0.73 0.005
H -3.37 -2.04 -1.06 -0.002
H -3.77 -3.69 -1.56 -0.001
H -5.14 -3.18 0.28 0.003
H -4.17 -5.49 0.00 0.000
H -4.67 -5.12 1.62 0.000
H -2.98 -5.11 1.31 0.000
C 0.90 -1.00 3.66 -0.006
C 1.13 -2.26 4.48 0.000
C 1.21 -1.95 5.97 0.000
O 1.91 -2.94 6.66 0.000
C 2.20 -2.55 7.97 0.000
N 0.08 -3.25 4.17 -0.001
H 0.00 -0.46 3.94 0.006
H 0.90 -1.32 2.62 -0.001
H 1.75 -0.30 3.68 0.000
H 2.06 -2.73 4.16 0.000
H 0.25 -1.70 6.45 0.000
H 1.69 -0.96 6.04 0.000
H 2.90 -3.19 8.51 0.000
H 1.30 -2.56 8.60 0.000
H 2.71 -1.58 8.06 0.000
H 0.31 -4.11 4.65 0.000
H -0.83 -2.95 4.49 0.000
C 4.49 -3.97 -0.96 0.000
C 4.47 -3.39 -2.38 0.000
C 3.09 -3.34 -2.98 -0.001
O 2.54 -4.62 -3.12 0.000
C 1.36 -4.71 -3.89 0.000
N 4.95 -1.99 -2.38 0.000
H 4.09 -4.99 -1.03 0.000
H 3.83 -3.44 -0.26 0.000
H 5.43 -3.84 -0.42 0.000
H 5.22 -3.94 -2.95 0.000
H 3.22 -2.89 -3.98 0.000
H 2.39 -2.60 -2.55 0.000
H 1.12 -5.76 -3.96 0.000
H 1.61 -4.33 -4.88 0.000
H 0.49 -4.16 -3.50 0.000
H 5.95 -2.00 -2.23 0.000
H 4.49 -1.46 -1.65 0.000
C -3.19 4.03 1.96 0.009
C -3.74 2.63 1.97 -0.002
C -4.04 2.11 0.56 -0.008
O -4.59 0.80 0.52 0.032
C -5.39 0.53 -0.62 -0.002
N -2.84 1.63 2.59 0.080
H -3.97 4.68 1.56 0.000
H -2.28 4.13 1.37 0.002
H -2.94 4.37 2.97 -0.001
H -4.63 2.58 2.61 0.002
H -3.17 2.16 -0.10 -0.009
H -4.72 2.81 0.06 -0.002
H -4.73 0.44 -1.48 0.000
H -6.13 1.32 -0.80 0.002
H -5.94 -0.40 -0.52 0.002
H -2.54 1.95 3.52 -0.002
H -1.92 1.77 2.15 -0.003
C 3.67 2.53 -2.66 0.000
C 4.22 1.43 -1.75 0.000
C 4.61 2.04 -0.41 0.000
O 5.70 2.91 -0.51 0.000
C 7.00 2.33 -0.61 0.000
N 3.26 0.33 -1.61 0.000
H 4.43 3.29 -2.84 0.000
H 2.88 3.07 -2.11 0.000
H 3.20 2.22 -3.60 0.000
H 5.15 1.11 -2.22 0.000
H 4.91 1.24 0.28 0.000
H 3.72 2.49 0.05 0.000
H 7.19 1.63 0.20 0.000
H 7.66 3.18 -0.49 0.000
H 7.09 1.81 -1.57 0.000
H 2.33 0.62 -1.34 -0.001
H 3.06 0.06 -2.58 0.000
C -2.04 6.23 -3.51 0.000
C -1.98 5.28 -2.30 0.000
C -3.13 4.25 -2.44 0.000
O -3.04 3.54 -3.63 0.000
C -4.27 2.99 -4.05 0.000
N -0.71 4.56 -2.25 0.000
H -2.01 5.70 -4.46 0.000
H -1.23 6.96 -3.39 0.000
H -2.91 6.88 -3.43 0.000
H -2.13 5.93 -1.43 0.000
H -4.01 4.86 -2.18 0.000
H -3.13 3.53 -1.60 -0.001
H -4.09 2.52 -5.02 0.000
H -5.05 3.74 -4.11 0.000
H -4.54 2.14 -3.40 0.000
H -0.04 4.97 -1.61 0.000
H -0.85 3.60 -1.99 0.000
```

=====

- Look up the energy above the lowest of the compared OMol25 structures with the same formula, charge and spin of the second one.
  0.000 eV

=====

- Among the records above, which one has the lowest E?
  C14H25CrN5O6

=====

- Look up the energy above the lowest of the compared OMol25 structures with the same formula, charge and spin of the first one.
  0.000 eV

=====

- Look up the largest force on an atom of the second one.
  0.0525 hartree/bohr